A:
The following is a quantum chemistry calculation of the molecule C4H7N3, from the Open Molecules 2025 dataset.

XYZ file:
```
14
Properties=species:S:1:pos:R:3
C 0.547 -1.488 -0.765
C 1.231 1.206 0.081
C 0.766 2.404 0.562
C -1.656 -1.450 0.065
N 1.768 -0.867 -0.903
N 1.754 0.310 -0.458
N -0.318 -0.917 -0.125
H 0.373 -2.565 -1.191
H -0.291 2.510 0.315
H 0.839 2.280 1.767
H 1.168 3.397 0.236
H -1.984 -1.614 1.125
H -2.453 -0.811 -0.181
H -1.744 -2.394 -0.528
```

Orbital gap, hartree: 0.3176
HOMO energy, eV: -7.9

Here are the natural (NBO) charges for atoms 1 to 8, given in e:
1 C 0.253
2 C 0.389
3 C -0.736
4 C -0.421
5 N -0.439
6 N -0.016
7 N -0.536
8 H 0.154

***

B:
The following is a quantum chemistry calculation of the molecule C4H7N3, from the Open Molecules 2025 dataset.

XYZ file:
```
14
Properties=species:S:1:pos:R:3
H 2.594 -1.036 0.136
N 1.747 -1.598 0.027
C 0.806 -0.757 0.102
C 0.938 0.732 0.294
C -0.338 1.239 -0.369
N -1.273 0.157 -0.094
C -0.654 -1.077 -0.069
N -1.251 -2.195 -0.185
H -0.572 -2.952 -0.108
H 0.949 0.955 1.367
H 1.853 1.143 -0.144
H -0.154 1.369 -1.447
H -0.686 2.186 0.044
H -2.220 0.199 -0.434
```

SMILES: [H]/N=C1\CCN\C1=N\[H]
Orbital gap, hartree: 0.3613
HOMO energy, eV: -9.2

Here are the natural (NBO) charges for atoms 1 to 8, given in e:
1 H 0.331
2 N -0.564
3 C 0.234
4 C -0.487
5 C -0.207
6 N -0.597
7 C 0.359
8 N -0.669

***

Which one is most stable, and which one is least stable? B is the most stable of them, while A is the least stable.

***

A:
The following is a quantum chemistry calculation of a structure of composition C4H7N3, from the Open Molecules 2025 dataset.

XYZ file:
```
14
Properties=species:S:1:pos:R:3
N -2.457 -0.226 0.219
C -1.096 0.008 0.010
C 0.025 -0.706 0.414
C 1.201 0.148 -0.057
N 2.531 -0.310 0.114
C 0.734 1.331 -0.655
N -0.640 1.157 -0.557
H -3.014 -0.096 -0.618
H -2.633 -1.143 0.606
H 0.074 -1.705 0.828
H 3.151 0.489 0.027
H 2.775 -0.967 -0.621
H 0.632 0.136 1.131
H -1.283 1.884 -0.841
```

Orbital gap, hartree: 0.3027
HOMO energy, eV: -7.5

Here are the natural (NBO) charges for atoms 1 to 8, given in e:
1 N -0.809
2 C 0.322
3 C -0.462
4 C -0.092
5 N -0.823
6 C -0.149
7 N -0.524
8 H 0.379

***

B:
The following is a quantum chemistry calculation of a cluster of 2 separate species, C4H7N3 in total, from the Open Molecules 2025 dataset.

XYZ file:
```
14
Properties=species:S:1:pos:R:3
C -0.723 0.022 0.149
C -2.111 0.126 0.003
C 2.011 -0.771 -0.577
C 1.475 0.562 -0.275
N -1.320 -1.010 0.590
N -3.234 0.519 -0.372
N -4.394 -0.175 -0.393
H 3.008 -0.692 -0.413
H 1.945 -1.128 -1.708
H 1.753 -1.560 0.124
H 1.279 1.384 -1.034
H 2.124 0.931 0.595
H -4.672 -1.080 0.061
H -5.097 0.263 -0.919
```

Orbital gap, hartree: 0.2956
HOMO energy, eV: -8.0

Here are the natural (NBO) charges for atoms 1 to 8, given in e:
1 C 0.220
2 C 0.242
3 C -0.678
4 C -0.264
5 N -0.407
6 N -0.286
7 N -0.675
8 H 0.217

***

Which one is most stable, and which one is least stable? A is the most stable of them, while B is the least stable.

***

A:
The following is a quantum chemistry calculation of a cluster of 2 separate species, C50H55F3N3O2 in total, from the Open Molecules 2025 dataset.

XYZ file:
```
113
Properties=species:S:1:pos:R:3
C 2.917 3.222 -3.426
C 3.650 2.805 -2.157
C 4.854 3.704 -1.876
C 4.052 1.324 -2.204
C 5.100 0.968 -3.051
C 5.656 -0.307 -3.003
C 5.151 -1.240 -2.103
C 4.084 -0.926 -1.260
C 3.704 -1.896 -0.133
C 4.906 -2.688 0.400
C 2.632 -2.884 -0.557
C 3.448 0.331 -1.406
N 2.416 0.740 -0.489
N 2.805 1.629 0.453
N 1.749 1.748 1.291
C 2.026 2.280 2.599
C 2.369 3.641 2.693
C 2.565 4.531 1.460
C 3.879 5.316 1.496
C 1.393 5.491 1.277
C 2.477 4.213 3.960
C 2.364 3.432 5.106
C 2.203 2.056 4.989
C 2.102 1.447 3.739
C 2.142 -0.085 3.660
C 0.829 -0.741 4.068
C 3.250 -0.675 4.545
C 0.645 1.065 0.794
C -0.673 1.235 1.343
C -1.720 0.406 0.884
C -3.052 0.690 1.154
C -3.339 1.624 2.140
C -4.762 1.698 2.616
F -4.931 2.603 3.617
F -5.633 2.033 1.610
F -5.177 0.475 3.097
C -2.330 2.398 2.712
C -1.018 2.259 2.273
C 1.054 0.368 -0.344
C 0.385 -0.444 -1.256
H 2.034 2.589 -3.570
H 2.590 4.266 -3.352
H 3.569 3.109 -4.302
H 2.965 2.922 -1.314
H 5.335 3.399 -0.939
H 5.595 3.636 -2.683
H 4.533 4.749 -1.772
H 5.514 1.712 -3.734
H 6.498 -0.565 -3.644
H 5.623 -2.220 -2.036
H 3.316 -1.275 0.688
H 5.750 -2.032 0.637
H 4.627 -3.222 1.318
H 5.233 -3.432 -0.339
H 1.729 -2.367 -0.885
H 3.008 -3.491 -1.391
H 2.372 -3.546 0.279
H 2.618 3.854 0.599
H 4.733 4.639 1.606
H 4.006 5.876 0.559
H 3.892 6.024 2.336
H 0.446 4.942 1.214
H 1.336 6.182 2.132
H 1.517 6.074 0.355
H 2.647 5.287 4.036
H 2.434 3.892 6.089
H 2.190 1.430 5.881
H 2.365 -0.341 2.612
H -0.021 -0.327 3.518
H 0.884 -1.818 3.867
H 0.653 -0.597 5.143
H 4.212 -0.174 4.390
H 2.985 -0.586 5.608
H 3.378 -1.741 4.316
H -1.425 -0.469 0.307
H -3.850 0.156 0.639
H -2.563 3.108 3.497
H -0.241 2.934 2.642
H -0.694 -0.467 -1.275
H 0.992 -0.864 -2.051
C -4.576 -6.887 1.959
O -4.416 -5.504 2.343
C -4.422 -4.571 1.363
C -3.777 -3.337 1.631
C -3.292 -2.615 0.577
C -3.699 -2.847 -0.768
C -3.296 -1.957 -1.802
C -3.824 -2.117 -3.119
C -4.529 -1.065 -3.768
C -5.372 -1.394 -4.813
C -5.424 -2.729 -5.296
O -6.245 -2.887 -6.373
C -6.703 -1.536 -6.765
C -6.376 -0.599 -5.596
C -4.614 -3.753 -4.769
C -3.788 -3.414 -3.728
C -4.630 -3.929 -0.946
C -4.934 -4.817 0.065
H -4.269 -7.415 2.859
H -5.627 -7.093 1.716
H -3.937 -7.166 1.108
H -3.623 -3.031 2.664
H -2.597 -1.808 0.768
H -2.833 -1.006 -1.546
H -4.480 -0.039 -3.393
H -6.129 -1.237 -7.658
H -7.773 -1.587 -6.997
H -7.272 -0.414 -4.978
H -5.996 0.372 -5.929
H -4.696 -4.757 -5.188
H -3.143 -4.167 -3.273
H -5.103 -4.089 -1.910
H -5.564 -5.691 -0.129
```

Orbital gap, hartree: 0.1274
HOMO energy, eV: -8.4
Charge: +1

Here are the Löwdin charges for atoms 1 to 8, given in e:
1 C -0.057
2 C -0.387
3 C -0.060
4 C -0.117
5 C -0.032
6 C -0.048
7 C -0.032
8 C -0.108

***

B:
The following is a quantum chemistry calculation of a cluster of 2 separate species, C50H55F3N3O2 in total, from the Open Molecules 2025 dataset.

XYZ file:
```
113
Properties=species:S:1:pos:R:3
C -5.068 -0.953 -2.010
C -5.064 -1.899 -0.812
C -5.615 -3.281 -1.168
C -5.786 -1.280 0.387
C -7.148 -0.993 0.300
C -7.833 -0.445 1.383
C -7.161 -0.204 2.581
C -5.805 -0.499 2.708
C -5.058 -0.226 4.010
C -5.876 -0.550 5.263
C -4.544 1.208 4.043
C -5.119 -1.008 1.593
N -3.705 -1.283 1.700
N -3.281 -2.464 2.198
N -1.935 -2.451 2.007
C -1.162 -3.609 2.391
C -0.864 -4.587 1.420
C -1.381 -4.483 -0.020
C -2.280 -5.663 -0.399
C -0.238 -4.308 -1.020
C -0.037 -5.651 1.787
C 0.484 -5.732 3.078
C 0.114 -4.796 4.044
C -0.742 -3.741 3.726
C -1.164 -2.734 4.797
C -0.107 -1.650 4.997
C -1.499 -3.387 6.144
C -1.501 -1.227 1.505
C -0.115 -0.845 1.432
C 0.232 0.528 1.553
C 1.544 0.965 1.473
C 2.559 0.027 1.335
C 3.971 0.514 1.238
F 4.859 -0.479 0.952
F 4.106 1.465 0.259
F 4.386 1.094 2.412
C 2.287 -1.337 1.280
C 0.969 -1.766 1.297
C -2.639 -0.451 1.294
C -2.860 0.842 0.863
H -4.616 0.005 -1.730
H -4.486 -1.378 -2.836
H -6.089 -0.766 -2.366
H -4.023 -2.032 -0.497
H -5.557 -3.952 -0.302
H -6.662 -3.228 -1.492
H -5.027 -3.727 -1.979
H -7.674 -1.206 -0.634
H -8.897 -0.208 1.295
H -7.695 0.218 3.435
H -4.196 -0.907 3.997
H -6.282 -1.567 5.215
H -5.233 -0.485 6.148
H -6.706 0.154 5.396
H -3.913 1.414 3.172
H -5.386 1.914 4.031
H -3.955 1.383 4.950
H -1.999 -3.577 -0.051
H -3.118 -5.751 0.303
H -2.695 -5.513 -1.403
H -1.725 -6.609 -0.396
H 0.349 -3.413 -0.787
H 0.435 -5.175 -1.008
H -0.636 -4.192 -2.034
H 0.215 -6.410 1.040
H 1.180 -6.535 3.336
H 0.494 -4.878 5.066
H -2.082 -2.266 4.414
H 0.108 -1.124 4.060
H -0.455 -0.914 5.731
H 0.829 -2.090 5.365
H -2.209 -4.212 6.021
H -0.596 -3.768 6.635
H -1.954 -2.643 6.808
H -0.566 1.244 1.725
H 1.771 2.027 1.516
H 3.097 -2.057 1.211
H 0.766 -2.831 1.207
H -2.023 1.404 0.475
H -3.885 1.196 0.812
C 1.898 6.371 7.863
O 2.265 5.318 6.948
C 2.262 5.569 5.612
C 2.507 4.453 4.768
C 2.365 4.573 3.410
C 1.943 5.799 2.804
C 1.600 5.796 1.429
C 1.063 6.883 0.686
C 1.286 6.922 -0.724
C 0.783 7.960 -1.479
C 0.074 9.010 -0.841
O -0.313 10.011 -1.679
C 0.150 9.645 -3.035
C 0.834 8.272 -2.946
C -0.174 8.998 0.541
C 0.274 7.927 1.275
C 1.935 6.953 3.652
C 2.041 6.844 5.029
H 1.944 5.896 8.844
H 2.618 7.200 7.808
H 0.880 6.734 7.661
H 2.776 3.508 5.237
H 2.544 3.708 2.771
H 1.864 4.900 0.870
H 1.864 6.128 -1.201
H -0.729 9.633 -3.691
H 0.841 10.430 -3.368
H 1.864 8.311 -3.322
H 0.283 7.525 -3.536
H -0.721 9.828 0.974
H 0.009 7.860 2.329
H 1.822 7.942 3.212
H 1.945 7.731 5.665
```

Orbital gap, hartree: 0.1068
HOMO energy, eV: -7.9
Charge: +1

Here are the Löwdin charges for atoms 1 to 8, given in e:
1 C -0.059
2 C -0.377
3 C -0.059
4 C -0.121
5 C -0.028
6 C -0.051
7 C -0.025
8 C -0.124

***

Which one is most stable, and which one is least stable? B is the most stable of them, while A is the least stable.